{
  "formula": "CH3N3O2",
  "method": "ωB97M-V/def2-TZVPD",
  "relative_energy_kj_mol": 757.8,
  "total_charge": 0,
  "homo_energy_ev": -9.18,
  "smiles": "c1no[nH]o[nH]1",
  "spin_multiplicity": 1,
  "orbital_gap_ev": 10.12,
  "elements": ["C", "N", "N", "N", "O", "O", "H", "H", "H"],
  "positions_angstrom": [[0.2114, 1.2189, 0.1357], [-1.0570, 1.1059, 0.1335], [1.1155, 0.0204, 0.2903], [-0.6939, -1.1310, -0.3938], [-1.6291, -0.0598, 0.0214], [0.3262, -1.0967, 0.5127], [0.8796, 2.1393, 0.1037], [1.9922, -0.1087, -0.3831], [-1.1449, -2.0882, -0.4204]],
  "mulliken_charge": [0.14, -0.23, -0.16, -0.23, -0.17, -0.24, 0.31, 0.28, 0.31]
}